(1)
Here is a molecular structure, C44H57AsCsF6N2O7P2Si from the Open Molecules 2025 dataset. Energies are from ωB97M-V/def2-TZVPD.

Each line ends with the Löwdin spin population.
Atoms and positions in Å:
Cs -1.1100 -3.6212 0.7407  0.02
C -3.4213 0.1972 2.1421  0.08
Si -1.5852 0.4786 1.8487  0.47
C -1.2623 2.3091 1.4710  0.06
C -0.8960 3.2185 2.4640  0.02
C -0.7170 4.5653 2.1722  0.00
C -0.8743 5.0136 0.8700  0.01
C -1.2336 4.1218 -0.1354  0.00
C -1.4388 2.7737 0.1515  0.01
P -2.0768 1.4614 -0.9714  0.06
C -0.5593 0.6041 -1.5567  0.02
C 0.4738 1.3451 -2.4111  0.00
C 1.5067 0.3176 -2.8718  0.00
C 0.8871 -0.6285 -3.9146  0.00
C -0.6242 -0.7883 -3.6984  0.00
C -0.9617 -0.7427 -2.2119  0.00
C -2.8680 2.1822 -2.4797  0.01
C -4.3883 2.2681 -2.2924  0.00
C -5.0974 2.4318 -3.6345  0.00
C -4.5622 3.6246 -4.4214  0.00
C -3.0430 3.5653 -4.5574  0.00
C -2.3906 3.4565 -3.1807  0.00
C -0.6040 0.2720 3.4603  0.07
C -1.2596 0.2803 4.6970  0.02
C -0.5588 0.4656 5.8778  0.00
C 0.8153 0.6834 5.8444  0.01
C 1.4863 0.6241 4.6343  0.00
C 0.8006 0.3676 3.4458  0.01
P 1.6119 0.0926 1.8162  0.05
C 2.4747 -1.5701 1.8910  0.01
C 1.6263 -2.6686 2.5352  0.00
C 1.7476 -2.7687 4.0525  0.00
C 3.2075 -2.9050 4.4720  0.00
C 4.0451 -1.7525 3.9243  0.00
C 3.9194 -1.6593 2.4060  0.00
C 3.0199 1.2895 1.8117  0.01
C 2.5089 2.7212 2.0681  0.00
C 3.2773 3.7760 1.2658  0.00
C 4.7603 3.4320 1.2250  0.00
C 4.9817 2.1170 0.4535  0.00
C 3.7286 1.2328 0.4546  0.00
H -3.8586 1.0607 2.6565  0.01
H -3.5953 -0.6957 2.7391  0.00
H -3.9249 0.0809 1.1836  0.00
H -0.7524 2.8753 3.4833  0.00
H -0.4483 5.2570 2.9630  0.00
H -0.7191 6.0592 0.6285  0.00
H -1.3412 4.4856 -1.1485  0.00
H -0.0512 0.3756 -0.6123  0.02
H 0.9295 2.1538 -1.8287  0.00
H 0.0121 1.8057 -3.2875  0.00
H 1.8210 -0.2629 -1.9965  0.00
H 2.4037 0.8002 -3.2733  0.00
H 1.3671 -1.6089 -3.8523  0.00
H 1.0742 -0.2469 -4.9241  0.00
H -0.9630 -1.7350 -4.1292  0.00
H -1.1636 -0.0006 -4.2391  0.00
H -0.4103 -1.5354 -1.7107  0.00
H -2.0231 -0.9616 -2.0468  0.00
H -2.6996 1.3452 -3.1765  0.00
H -4.6230 3.1182 -1.6374  0.00
H -4.7476 1.3735 -1.7803  0.00
H -6.1767 2.5265 -3.4847  0.00
H -4.9444 1.5164 -4.2176  0.00
H -4.8308 4.5497 -3.8953  0.00
H -5.0365 3.6750 -5.4055  0.00
H -2.6713 4.4445 -5.0918  0.00
H -2.7622 2.6901 -5.1553  0.00
H -2.7136 4.3217 -2.5872  0.00
H -1.3062 3.5052 -3.2513  0.00
H -2.3329 0.1348 4.7370  0.00
H -1.0870 0.4546 6.8244  0.00
H 1.3637 0.8684 6.7614  0.00
H 2.5612 0.7627 4.6145  0.00
H 2.4798 -1.8152 0.8235  0.00
H 1.9376 -3.6246 2.0929  0.00
H 0.5868 -2.5306 2.2494  0.00
H 1.1627 -3.6209 4.4026  0.00
H 1.3085 -1.8909 4.5343  0.00
H 3.6116 -3.8468 4.0776  0.00
H 3.2914 -2.9592 5.5616  0.00
H 5.0988 -1.8813 4.1946  0.00
H 3.7200 -0.8178 4.3890  0.00
H 4.3415 -2.5792 1.9792  0.00
H 4.5394 -0.8473 2.0219  0.00
H 3.7422 1.0172 2.5928  0.00
H 2.5954 2.9432 3.1363  0.00
H 1.4482 2.7910 1.8330  0.00
H 3.1072 4.7635 1.7029  0.00
H 2.8901 3.8250 0.2428  0.00
H 5.1229 3.3286 2.2539  0.00
H 5.3437 4.2392 0.7746  0.00
H 5.8154 1.5638 0.8971  0.00
H 5.2706 2.3310 -0.5794  0.00
H 3.9938 0.2095 0.1809  0.00
H 3.0209 1.5616 -0.3141  0.00
O 1.1314 -4.8107 -0.6492  0.00
C 0.8657 -3.7591 -1.2637  0.00
O 0.9511 -2.5913 -0.8088  0.00
C 0.2445 -3.8992 -2.6458  0.00
C 1.0145 -4.0988 -3.7454  0.00
C 0.4083 -4.2180 -5.0165  0.00
C -0.9574 -4.1726 -5.1564  0.00
C -1.7533 -4.0004 -4.0327  0.00
C -1.2178 -3.8154 -2.7063  0.00
O -1.8605 -3.5837 -1.6600  0.00
N -3.1886 -3.9860 -4.2721  0.00
O -3.9441 -4.0687 -3.3229  0.00
O -3.5856 -3.8341 -5.4290  0.00
N 1.2274 -4.4098 -6.1876  0.00
O 2.4445 -4.4446 -6.0450  0.00
O 0.6852 -4.5701 -7.2767  0.00
H 2.0903 -4.1666 -3.6584  0.00
H -1.4159 -4.2763 -6.1251  0.00
F -1.8340 -2.3838 2.9695  0.01
As -2.7672 -3.5564 3.9138  0.00
F -1.3567 -3.8329 4.8780  0.00
F -3.2750 -2.2786 4.9671  0.00
F -3.6686 -4.7096 4.8275  0.00
F -4.1157 -3.2618 2.8629  0.00
F -2.2470 -4.8082 2.8177  0.00

## Properties
LUMO energy (spin up / spin down) (eV): 3.69 / 3.68
Energy above the lowest of the compared OMol25 structures with the same formula, charge and spin (kJ/mol): 0.0
Kohn-Sham gap (spin up / spin down) (eV): 5.89 / 6.82
Expectation value of S²: 0.75
M (g/mol): 1137.8
Charge: -2
Total energy (Eh): -6174.47977
Spin multiplicity: 2

---

(2)
Here is a molecular structure, C44H57CdClFN7O4S3Sb from the Open Molecules 2025 dataset. Energies are from ωB97M-V/def2-TZVPD.

Each line ends with the Löwdin spin population.
Atoms and positions in Å:
Cd 2.1479 -0.9447 -0.3819  0.00
S 5.4757 -3.5632 3.6833  0.00
Sb 5.0062 -2.0493 2.0444  0.00
S 2.4765 -1.9109 2.0064  0.00
S 3.4189 -0.4428 3.1601  0.00
C 1.7129 -4.9236 0.0532  0.00
C 3.1784 -4.8281 -0.2827  0.01
C 4.1009 -5.7363 0.2290  0.00
C 5.4486 -5.6397 -0.0844  0.00
C 5.8838 -4.6195 -0.9185  0.00
C 4.9903 -3.6857 -1.4377  0.01
C 5.4490 -2.5427 -2.3035  0.00
C 3.6286 -3.7965 -1.1171  0.02
N 2.7437 -2.8091 -1.5872  0.24
C 2.1589 -2.9028 -2.7788  0.16
C 2.1739 -4.1853 -3.5772  0.02
C 1.4935 -1.7723 -3.3214  0.19
C 0.8122 -1.9097 -4.6641  0.02
N 1.4696 -0.6210 -2.6368  0.24
C 1.0537 0.5864 -3.2020  0.02
C -0.2957 0.9619 -3.3080  0.01
C -1.3776 -0.0003 -2.8946  0.00
C -0.6184 2.2135 -3.8340  0.00
C 0.3665 3.1007 -4.2420  0.00
C 1.7024 2.7310 -4.1188  0.00
C 2.0580 1.4902 -3.6029  0.01
C 3.4979 1.0829 -3.4231  0.00
H 1.5293 -5.7377 0.7578  0.00
H 1.1059 -5.0749 -0.8434  0.00
H 1.3574 -3.9913 0.5022  0.00
H 3.7566 -6.5105 0.9075  0.00
H 6.1592 -6.3338 0.3500  0.00
H 6.9406 -4.5243 -1.1525  0.00
H 6.5336 -2.5741 -2.4388  0.00
H 5.1633 -1.5898 -1.8316  0.00
H 4.9697 -2.5746 -3.2882  0.00
H 2.7549 -4.9496 -3.0626  0.00
H 2.6034 -4.0443 -4.5730  0.00
H 1.1501 -4.5568 -3.7032  0.01
H 0.0124 -2.6582 -4.6052  0.01
H 1.5069 -2.2298 -5.4472  0.01
H 0.3717 -0.9615 -4.9730  0.00
H -1.6251 -0.6917 -3.7084  0.00
H -2.2941 0.5333 -2.6218  0.00
H -1.0469 -0.6175 -2.0572  0.00
H -1.6665 2.4883 -3.9217  0.00
H 0.0985 4.0731 -4.6435  0.00
H 2.4854 3.4207 -4.4202  0.00
H 4.1679 1.9107 -3.6660  0.00
H 3.7454 0.2321 -4.0651  0.00
H 3.6798 0.7535 -2.3938  0.00
F 4.2299 -0.2407 -0.3751  0.00
C -0.1313 4.8516 -0.7087  0.00
C -1.5432 4.7603 -0.0765  0.00
C -2.3869 3.7470 -0.8614  0.00
C -2.2068 6.1390 -0.2502  0.00
C -1.4711 4.3758 1.4424  0.00
O -0.6068 5.2756 2.1435  0.00
C -2.8656 4.3965 2.1065  0.00
C -2.8473 4.0626 3.6141  0.00
C -3.1320 2.6139 3.9538  0.00
C -2.2196 1.8422 4.6691  0.00
C -2.4886 0.5230 5.0012  0.00
C -3.6929 -0.0321 4.6194  0.00
Cl -4.0468 -1.6873 5.0297  0.00
C -4.6193 0.7060 3.8987  0.00
C -4.3312 2.0205 3.5736  0.00
C -0.9227 2.9749 1.7360  0.00
N 0.3075 2.5501 1.1185  0.00
C 0.4393 1.6512 0.1506  0.00
N 1.7030 1.3405 -0.0054  0.00
C 2.3413 2.1094 0.9256  0.00
N 1.5332 2.8723 1.6306  0.00
H -0.1303 5.6086 -1.4981  0.00
H 0.1749 3.9144 -1.1745  0.00
H 0.6233 5.1253 0.0286  0.00
H -2.3086 3.9657 -1.9285  0.00
H -3.4450 3.7910 -0.5826  0.00
H -2.0379 2.7209 -0.7226  0.00
H -2.2000 6.3929 -1.3122  0.00
H -1.6599 6.9373 0.2672  0.00
H -3.2471 6.1574 0.0816  0.00
H -0.8793 6.1760 1.9410  0.00
H -3.5165 3.6870 1.5877  0.00
H -3.2955 5.3877 1.9742  0.00
H -3.5994 4.6763 4.1148  0.00
H -1.8823 4.3549 4.0278  0.00
H -1.2644 2.2696 4.9574  0.00
H -1.7594 -0.0745 5.5344  0.00
H -5.5507 0.2493 3.5889  0.00
H -5.0593 2.5947 3.0086  0.00
H -1.6770 2.2285 1.4865  0.00
H -0.7529 2.9221 2.8079  0.00
H -0.3876 1.2147 -0.3934  0.00
H 3.4069 2.0569 1.0837  0.00
C -3.6387 0.1540 0.6102  0.00
C -3.2759 -0.5283 1.9296  0.00
C -2.3434 -1.7336 1.7577  0.00
C -2.0093 -2.3050 3.1522  0.00
C -1.1447 -3.5646 3.1318  0.00
C -3.0592 -2.8140 0.9830  0.00
O -4.1689 -3.2263 1.2971  0.00
N -2.3780 -3.3165 -0.0750  0.00
C -1.1557 -2.8289 -0.6287  0.00
O -0.8088 -3.3751 -1.6674  0.00
N -0.5088 -1.8109 -0.0092  0.00
C -1.0398 -1.2384 1.1014  0.00
O -0.5243 -0.2629 1.6479  0.00
H -4.2741 1.0266 0.7888  0.00
H -4.1804 -0.5275 -0.0533  0.00
H -2.7382 0.4907 0.0846  0.00
H -4.1802 -0.8713 2.4366  0.00
H -2.7605 0.1801 2.5795  0.00
H -2.9567 -2.5062 3.6582  0.00
H -1.4904 -1.5116 3.6945  0.00
H -1.6187 -4.3695 2.5612  0.00
H -0.9799 -3.9267 4.1492  0.00
H -0.1619 -3.3638 2.6983  0.00
H -2.8127 -4.0539 -0.6036  0.00

## Properties
LUMO energy (spin up / spin down) (eV): 3.41 / 3.41
Kohn-Sham gap (spin up / spin down) (eV): 4.38 / 5.50
Expectation value of S²: 0.76
M (g/mol): 1132.8
Charge: -2
Total energy (Eh): -4557.97764
Spin multiplicity: 2

---

(3)
Here is 7 unconnected molecules or ions with the total composition C44H57F9N3O13 from the Open Molecules 2025 dataset. Energies are from ωB97M-V/def2-TZVPD.

Each line ends with the Löwdin charge.
Atoms and positions in Å:
C 2.6323 -3.6880 -1.2985  0.02
C 1.8498 -3.6003 -0.1895  -0.10
C 0.6607 -2.5826 -0.0624  -0.37
C -0.6211 -3.5059 -0.2604  -0.09
C -0.5070 -4.4643 -1.4826  -0.19
F -1.7944 -4.9791 -1.7806  -0.07
C 0.5056 -1.8457 1.3555  -0.02
N 0.6496 -0.3939 1.0790  0.08
C 1.9074 0.2423 1.4087  -0.43
F 2.3984 -0.2558 2.6023  0.10
F 1.7525 1.6151 1.6330  0.07
C 3.0524 0.0985 0.3635  -0.10
C 3.9428 -1.0355 0.5062  0.00
C 4.9947 -1.2301 -0.4626  -0.03
C 5.1208 -0.2712 -1.5310  0.01
C 4.2272 0.8543 -1.6593  -0.08
C 4.3491 1.8518 -2.8338  -0.52
F 3.6242 2.9750 -2.5773  0.11
F 3.7542 1.2587 -3.9359  0.10
F 5.6439 2.1048 -3.1265  0.15
C 3.1533 1.0720 -0.7008  0.05
C 0.2070 -0.3107 -0.2887  -0.18
N -0.5275 0.6023 -0.8450  0.05
C -1.0138 1.6977 0.0207  -0.05
C -1.1335 3.0993 -0.6677  -0.21
O -2.2023 3.6405 -0.6379  0.09
C -0.8284 0.4639 -2.2930  -0.06
C -2.0877 -0.5096 -2.4125  0.00
C -2.8961 -0.2396 -3.7121  -0.54
F -3.3383 1.0447 -3.8136  0.12
F -4.0052 -1.0414 -3.6653  0.12
F -2.2201 -0.6072 -4.8480  0.12
N 0.6915 -1.4493 -1.0050  0.15
H 2.2368 -3.6490 -2.3434  0.08
H 3.7313 -3.8577 -1.1909  0.07
H 2.0328 -4.2349 0.7126  0.14
H -0.7084 -4.1218 0.6687  0.13
H -1.5492 -2.8940 -0.4116  0.12
H 0.1399 -5.3615 -1.2950  0.13
H -0.0876 -3.9617 -2.3912  0.08
H -0.5561 -1.9731 1.6852  0.13
H 1.2742 -2.3531 1.9772  0.14
H 3.7688 -1.7457 1.3365  0.12
H 5.6410 -2.1228 -0.3432  0.12
H 5.9229 -0.4470 -2.2814  0.13
H 2.4572 1.9350 -0.7731  0.12
H -0.4322 1.8331 0.9598  0.13
H -2.0507 1.4008 0.3408  0.13
H -0.2971 3.6194 -1.2091  0.14
H -1.1524 1.4233 -2.7641  0.14
H 0.0409 0.0993 -2.8860  0.14
H -1.8040 -1.5763 -2.2798  0.12
H -2.7615 -0.2100 -1.5639  0.15
H 1.5742 -1.2924 -1.4988  0.14
O -2.8620 0.3462 2.1196  0.09
C -2.3170 0.2294 3.1857  -0.48
O -1.8402 -0.9509 3.6382  0.00
C -1.3428 -0.7856 4.9808  -0.15
C -1.0475 0.6927 5.1124  -0.14
C -2.0988 1.3164 4.2097  -0.06
H -2.1106 -1.1210 5.6810  0.11
H -0.4497 -1.3950 5.1184  0.13
H -1.0837 1.0468 6.1385  0.10
H -0.0508 0.9086 4.7161  0.12
H -3.0367 1.4993 4.7385  0.14
H -1.7392 2.2310 3.7414  0.13
O 1.4206 -5.5660 4.2979  0.12
C 0.2904 -5.2265 4.5024  -0.48
O -0.4763 -4.5775 3.5851  0.00
C -1.7352 -4.2166 4.1786  -0.15
C -1.9129 -5.1635 5.3477  -0.14
C -0.4769 -5.3992 5.7929  -0.07
H -1.6827 -3.1744 4.4947  0.09
H -2.5313 -4.3233 3.4422  0.13
H -2.5570 -4.7645 6.1309  0.12
H -2.3489 -6.1036 5.0006  0.12
H -0.1429 -4.6443 6.5077  0.13
H -0.3383 -6.3988 6.1986  0.13
O -0.1603 -3.6149 -4.4973  0.09
C -0.6245 -3.5911 -5.6073  -0.48
O -1.9319 -3.8018 -5.8734  0.04
C -2.1403 -3.8155 -7.2958  -0.15
C -0.9666 -3.0532 -7.8753  -0.16
C 0.1438 -3.3749 -6.8894  -0.07
H -2.1695 -4.8544 -7.6327  0.13
H -3.0930 -3.3428 -7.5300  0.13
H -0.7377 -3.3313 -8.9035  0.12
H -1.1749 -1.9804 -7.8560  0.12
H 0.6668 -4.2973 -7.1497  0.14
H 0.8475 -2.5509 -6.7899  0.13
O -2.5713 -1.3173 8.0659  0.11
C -2.6875 -0.2176 8.5316  -0.47
O -1.8912 0.8298 8.1885  -0.01
C -2.2202 1.9697 9.0034  -0.15
C -3.6342 1.7181 9.4867  -0.15
C -3.6766 0.2022 9.5912  -0.07
H -1.5032 2.0273 9.8257  0.13
H -2.1464 2.8787 8.4073  0.13
H -3.8671 2.2305 10.4194  0.12
H -4.3495 2.0534 8.7314  0.12
H -3.3259 -0.1500 10.5632  0.14
H -4.6684 -0.1901 9.3769  0.13
O -3.9319 6.1735 -8.3320  0.14
C -3.5013 5.3782 -7.5514  -0.48
O -2.2783 5.4846 -6.9595  0.03
C -2.0244 4.3179 -6.1676  -0.17
C -3.3904 3.7331 -5.8667  -0.17
C -4.1834 4.1044 -7.1086  -0.07
H -1.3976 3.6335 -6.7469  0.13
H -1.4905 4.6021 -5.2604  0.12
H -3.3654 2.6631 -5.6649  0.09
H -3.8221 4.2302 -4.9941  0.12
H -4.0826 3.3555 -7.8963  0.13
H -5.2321 4.2814 -6.8807  0.13
O 5.5826 6.9231 1.8502  0.13
C 5.7678 6.4287 0.7770  -0.48
O 6.5059 5.3017 0.5813  0.03
C 6.6212 5.0394 -0.8245  -0.16
C 5.4516 5.7626 -1.4615  -0.17
C 5.2733 6.9632 -0.5476  -0.08
H 7.5849 5.4203 -1.1723  0.13
H 6.5841 3.9641 -0.9996  0.11
H 5.6253 6.0265 -2.5047  0.12
H 4.5589 5.1334 -1.4179  0.10
H 5.9020 7.8029 -0.8493  0.14
H 4.2317 7.2697 -0.4809  0.13

## Properties
LUMO energy (eV): -3.69
Kohn-Sham gap (eV): 7.91
M (g/mol): 1006.9
Charge: +1
Total energy (Eh): -3751.76739